[1]
{"formula": "C24H29N3O3S", "method": "the ωB97M-V functional and the def2-TZVPD basis", "elements": ["C", "H", "H", "C", "H", "S", "C", "C", "H", "C", "H", "C", "H", "C", "C", "H", "C", "C", "H", "H", "C", "C", "N", "H", "C", "H", "H", "H", "H", "H", "N", "C", "H", "H", "H", "H", "C", "O", "O", "N", "H", "H", "H", "C", "C", "H", "C", "C", "C", "O", "C", "C", "H", "C", "C", "H", "H", "H", "H", "H"], "positions_angstrom": [[-0.101, 1.875, -1.063], [3.031, 0.930, -1.646], [2.994, -2.908, -0.975], [-3.506, -0.026, 0.829], [2.278, -0.324, 2.386], [-2.340, 1.189, 1.420], [1.998, 0.649, -1.437], [1.770, 2.929, -0.444], [4.348, -0.671, 3.669], [-1.804, 3.482, -0.056], [1.558, -3.258, -1.956], [2.164, -2.455, -1.536], [-6.827, -0.579, 0.810], [-5.370, -1.851, -0.109], [4.374, -0.699, 2.589], [1.562, 0.206, -2.334], [3.232, 3.137, -0.259], [-3.078, -1.135, 0.127], [0.098, -1.728, 0.969], [-6.858, -2.409, -1.525], [4.427, -0.754, -0.175], [0.724, 3.711, -0.049], [1.257, 1.831, -1.091], [-3.580, 2.836, 0.591], [5.593, -0.947, 0.546], [-7.164, -2.996, 0.105], [4.469, -0.773, -1.254], [-2.023, -1.278, -0.035], [2.573, -1.871, -2.358], [-1.979, 1.046, -1.586], [1.309, -1.621, -0.718], [-5.776, -0.732, 0.614], [3.751, 3.181, -1.217], [1.182, 0.055, 0.441], [-0.755, 0.943, -2.858], [3.394, 4.078, 0.260], [-6.385, -2.818, -0.632], [-2.202, 4.625, -0.068], [-2.756, 1.623, 2.721], [-2.678, 2.450, 0.335], [3.670, 2.334, 0.334], [-3.683, -2.913, -0.890], [1.514, -2.801, 1.049], [-4.012, -2.043, -0.341], [-4.849, 0.179, 1.084], [-5.149, 1.037, 1.665], [0.747, -2.378, 0.384], [3.209, -0.507, 1.868], [5.570, -0.922, 1.929], [-1.000, 0.711, 1.266], [1.911, -0.363, -0.265], [3.218, -0.533, 0.478], [6.481, -1.073, 2.490], [-0.926, 0.868, -1.782], [-0.474, 3.037, -0.414], [0.156, -3.200, -0.023], [6.523, -1.118, 0.023], [-5.923, -3.766, -0.896], [0.774, 4.643, 0.476], [-0.662, -0.138, -1.464]], "smiles": "Cc1ccc(S(=O)(=O)NC(=O)c2cc(C)n(C[C@H](c3ccccc3)N(C)C)c2C)cc1", "lumo_energy_ev": 0.55, "gap_ha": 0.3064}



[2]
{"formula": "C24H29N3O4S", "method": "the ωB97M-V functional and the def2-TZVPD basis", "elements": ["H", "N", "C", "N", "C", "O", "H", "H", "H", "H", "C", "H", "S", "C", "H", "C", "C", "H", "H", "C", "C", "C", "H", "H", "N", "C", "H", "H", "H", "C", "C", "C", "H", "H", "C", "H", "C", "C", "C", "C", "C", "H", "C", "H", "C", "H", "H", "H", "H", "C", "H", "H", "O", "H", "O", "C", "C", "O", "H", "H", "H"], "positions_angstrom": [[0.641, -2.899, -2.409], [-5.750, 0.089, 1.461], [-4.190, -0.354, -0.311], [0.000, -1.617, -0.909], [2.346, -1.801, -1.608], [-0.178, 0.718, -1.838], [-5.568, -1.858, -0.906], [-3.605, 0.784, 2.840], [-7.472, -0.329, -1.329], [5.110, 1.490, 2.285], [2.610, 2.391, -1.352], [1.615, -3.835, 1.106], [-0.196, 0.016, -0.590], [1.839, 3.355, 0.687], [-0.011, 3.219, -1.902], [0.244, -2.399, 0.298], [0.662, 3.953, -1.459], [2.985, -2.008, -2.467], [3.185, 0.112, 2.909], [0.881, -1.905, -2.025], [3.659, 1.779, 0.728], [-4.444, 0.074, 1.000], [2.534, 2.284, -2.425], [1.164, 4.009, 1.222], [3.102, -1.001, 1.169], [2.667, -2.776, -0.459], [-6.417, 1.072, -1.118], [4.584, -0.957, 2.596], [0.651, -1.165, -2.791], [4.619, 0.916, 1.497], [-2.887, -0.365, -0.771], [-1.856, 0.035, 0.060], [-5.903, 0.221, 2.453], [1.056, -4.205, -0.521], [3.563, 1.676, -0.654], [0.088, 4.614, -0.813], [1.388, -3.396, 0.133], [-3.396, 0.463, 1.831], [1.725, 3.232, -0.690], [-6.871, 0.057, 0.676], [-6.586, 0.036, -0.810], [-5.122, -0.742, -2.199], [-5.358, -0.809, -1.136], [-2.653, -0.679, -1.776], [3.871, -0.262, 2.145], [-0.679, -2.938, 0.545], [1.099, 4.541, -2.265], [2.526, -0.768, -1.303], [2.854, 2.738, 2.462], [2.791, 2.638, 1.387], [2.305, -0.503, 0.791], [3.270, -3.605, -0.844], [0.699, 0.454, 0.453], [5.385, 0.520, 0.827], [-7.975, 0.084, 1.164], [3.534, -2.161, 0.649], [-2.097, 0.444, 1.356], [4.528, -2.741, 1.046], [0.460, -1.710, 1.119], [4.241, 1.021, -1.185], [-1.265, 0.752, 1.969]], "smiles": "Cc1ccc(CCNC(=O)C2CCN(S(=O)(=O)c3ccc4c(c3)CCC(=O)N4)CC2)cc1", "lumo_energy_ev": 0.27, "gap_ha": 0.3234}



[3]
{"formula": "C24H29N3O5S", "method": "the ωB97M-V functional and the def2-TZVPD basis", "elements": ["C", "N", "C", "H", "C", "C", "O", "H", "H", "C", "H", "H", "H", "H", "O", "C", "H", "N", "H", "O", "S", "H", "H", "C", "C", "H", "C", "C", "H", "H", "C", "C", "C", "H", "O", "H", "H", "C", "H", "N", "H", "C", "H", "H", "C", "H", "H", "O", "C", "H", "H", "C", "H", "H", "H", "C", "H", "C", "C", "C", "C", "C"], "positions_angstrom": [[-1.461, 3.548, -0.859], [-0.724, 3.136, 0.211], [-2.915, -2.311, -0.835], [-3.620, -0.523, -1.742], [-2.920, -0.170, 0.265], [-0.737, -4.649, -0.462], [2.246, -2.449, 0.354], [0.090, -4.137, 0.023], [0.469, 2.235, 2.321], [3.235, 1.916, 0.426], [-1.752, -2.592, 2.308], [1.816, -1.140, -2.491], [4.980, -2.283, -0.195], [-4.317, 1.826, -1.431], [5.468, 1.228, -0.784], [0.758, -0.916, -0.589], [-2.208, -0.195, 2.287], [4.283, -0.496, 0.638], [2.823, 1.445, 2.458], [5.490, 1.418, 1.692], [4.808, 1.073, 0.479], [1.738, -0.695, 1.332], [0.327, 0.075, -0.466], [-2.398, -0.779, 1.403], [-2.051, -4.389, 0.279], [0.515, -1.997, 1.314], [2.925, -1.982, -0.802], [-2.383, -2.925, 0.292], [2.517, 0.060, -1.397], [0.004, -1.582, -1.010], [-2.143, -2.137, 1.409], [1.123, 2.306, 1.464], [-3.279, 2.056, 1.287], [-3.023, 4.222, 1.359], [-3.205, 1.768, 2.460], [-3.457, 4.070, -1.377], [4.421, -0.876, 1.557], [0.635, 2.825, 0.262], [-2.599, 1.511, -1.785], [-3.158, 1.216, 0.222], [-1.219, 2.904, 1.062], [2.782, 2.481, -0.750], [-4.574, 3.664, 0.738], [1.114, 3.385, -1.751], [2.024, -0.909, -1.449], [-3.130, -2.902, -1.713], [-2.854, -4.941, -0.216], [-0.996, 3.936, -1.906], [4.328, -1.442, -0.449], [-0.804, -4.297, -1.490], [3.057, -2.850, -1.459], [1.280, -1.488, 0.727], [4.748, -0.920, -1.312], [3.453, 2.534, -1.593], [-0.520, -5.714, -0.477], [-3.187, -0.956, -0.854], [-1.966, -4.757, 1.302], [-2.973, 3.377, -0.688], [2.425, 1.853, 1.544], [1.484, 2.951, -0.837], [-3.500, 3.464, 0.738], [-3.294, 1.914, -1.045]], "smiles": "CCc1ccc(N2C[C@H](C(=O)Nc3ccc(S(=O)(=O)NC[C@@H]4CCCO4)cc3)CC2=O)cc1", "lumo_energy_ev": 0.47, "gap_ha": 0.3376}



Please write out number 3 again, unchanged.
{"formula": "C24H29N3O5S", "method": "the ωB97M-V functional and the def2-TZVPD basis", "elements": ["C", "N", "C", "H", "C", "C", "O", "H", "H", "C", "H", "H", "H", "H", "O", "C", "H", "N", "H", "O", "S", "H", "H", "C", "C", "H", "C", "C", "H", "H", "C", "C", "C", "H", "O", "H", "H", "C", "H", "N", "H", "C", "H", "H", "C", "H", "H", "O", "C", "H", "H", "C", "H", "H", "H", "C", "H", "C", "C", "C", "C", "C"], "positions_angstrom": [[-1.461, 3.548, -0.859], [-0.724, 3.136, 0.211], [-2.915, -2.311, -0.835], [-3.620, -0.523, -1.742], [-2.920, -0.170, 0.265], [-0.737, -4.649, -0.462], [2.246, -2.449, 0.354], [0.090, -4.137, 0.023], [0.469, 2.235, 2.321], [3.235, 1.916, 0.426], [-1.752, -2.592, 2.308], [1.816, -1.140, -2.491], [4.980, -2.283, -0.195], [-4.317, 1.826, -1.431], [5.468, 1.228, -0.784], [0.758, -0.916, -0.589], [-2.208, -0.195, 2.287], [4.283, -0.496, 0.638], [2.823, 1.445, 2.458], [5.490, 1.418, 1.692], [4.808, 1.073, 0.479], [1.738, -0.695, 1.332], [0.327, 0.075, -0.466], [-2.398, -0.779, 1.403], [-2.051, -4.389, 0.279], [0.515, -1.997, 1.314], [2.925, -1.982, -0.802], [-2.383, -2.925, 0.292], [2.517, 0.060, -1.397], [0.004, -1.582, -1.010], [-2.143, -2.137, 1.409], [1.123, 2.306, 1.464], [-3.279, 2.056, 1.287], [-3.023, 4.222, 1.359], [-3.205, 1.768, 2.460], [-3.457, 4.070, -1.377], [4.421, -0.876, 1.557], [0.635, 2.825, 0.262], [-2.599, 1.511, -1.785], [-3.158, 1.216, 0.222], [-1.219, 2.904, 1.062], [2.782, 2.481, -0.750], [-4.574, 3.664, 0.738], [1.114, 3.385, -1.751], [2.024, -0.909, -1.449], [-3.130, -2.902, -1.713], [-2.854, -4.941, -0.216], [-0.996, 3.936, -1.906], [4.328, -1.442, -0.449], [-0.804, -4.297, -1.490], [3.057, -2.850, -1.459], [1.280, -1.488, 0.727], [4.748, -0.920, -1.312], [3.453, 2.534, -1.593], [-0.520, -5.714, -0.477], [-3.187, -0.956, -0.854], [-1.966, -4.757, 1.302], [-2.973, 3.377, -0.688], [2.425, 1.853, 1.544], [1.484, 2.951, -0.837], [-3.500, 3.464, 0.738], [-3.294, 1.914, -1.045]], "smiles": "CCc1ccc(N2C[C@H](C(=O)Nc3ccc(S(=O)(=O)NC[C@@H]4CCCO4)cc3)CC2=O)cc1", "lumo_energy_ev": 0.47, "gap_ha": 0.3376}